[1]
155
Properties=species:S:1:pos:R:3 method="wB97M-V/def2-TZVPD" total_charge=+1 e_tot_ha=-74337.7423 gap_ev=8.3
C 5.013 -0.484 -1.307
C 5.557 0.178 -2.706
C 5.391 1.842 -2.759
C 4.306 2.347 -3.877
O 2.898 2.220 -3.515
C 2.510 2.999 -2.335
C 2.637 4.625 -2.485
P 2.685 5.558 -0.773
N 2.886 4.566 0.488
O 1.623 5.260 -3.341
C 0.392 4.469 -3.450
C 0.057 3.655 -2.042
N 1.082 2.522 -1.986
C 1.031 1.720 -0.690
C 1.368 0.121 -1.001
C 0.137 -0.678 -1.744
N -0.110 -0.589 -3.265
O -0.722 -1.491 -1.085
H 5.880 -1.178 -0.873
H 4.121 -1.204 -1.594
H 4.745 0.298 -0.476
H 6.727 -0.057 -2.746
H 5.116 -0.335 -3.687
H 5.258 2.300 -1.688
H 6.456 2.226 -3.137
H 4.470 1.642 -4.828
H 4.640 3.421 -4.243
H 3.144 2.710 -1.364
H 3.689 4.908 -2.975
H 1.430 6.287 -0.587
H 3.723 6.587 -0.858
H 3.785 4.866 0.970
H -0.582 5.113 -3.673
H 0.462 3.674 -4.312
H -1.049 3.234 -2.138
H 0.083 4.342 -1.088
H 0.772 1.843 -2.745
H 1.690 2.172 0.177
H -0.111 1.729 -0.354
H 1.583 -0.380 0.050
H 2.304 0.043 -1.700
H -0.687 0.296 -3.388
H 0.830 -0.313 -3.681
Br -0.988 -6.223 -2.624
C -1.694 -4.437 -2.285
C -3.158 -4.488 -1.917
Br -4.273 -4.775 -3.491
H -1.492 -3.839 -3.179
H -1.100 -4.050 -1.453
H -3.487 -3.529 -1.507
H -3.399 -5.283 -1.206
Br 1.356 8.699 -0.262
C -0.428 9.222 -0.854
C -1.498 8.471 -0.097
Br -1.672 6.642 -0.751
H -0.465 9.061 -1.935
H -0.492 10.295 -0.649
H -2.478 8.926 -0.261
H -1.306 8.408 0.978
Br 8.850 1.724 -5.176
C 8.032 3.224 -6.116
C 8.262 4.523 -5.380
Br 7.083 4.677 -3.834
H 6.974 2.981 -6.246
H 8.518 3.245 -7.096
H 8.011 5.377 -6.015
H 9.286 4.638 -5.013
Br -2.712 -5.955 1.721
C -3.418 -4.169 2.059
C -4.882 -4.221 2.428
Br -5.997 -4.508 0.854
H -3.216 -3.572 1.166
H -2.824 -3.782 2.892
H -5.211 -3.261 2.838
H -5.123 -5.016 3.139
Br 0.222 10.125 3.093
C -0.273 12.009 3.199
C -0.373 12.627 1.824
Br 1.394 12.996 1.086
H 0.464 12.497 3.842
H -1.247 12.018 3.698
H -0.870 13.600 1.874
H -0.895 11.994 1.101
Br -0.978 -2.489 3.071
C -1.473 -0.606 3.178
C -1.573 0.012 1.803
Br 0.194 0.382 1.064
H -0.736 -0.117 3.820
H -2.447 -0.596 3.677
H -2.070 0.985 1.852
H -2.095 -0.620 1.079
Br 2.431 7.422 3.509
C 3.368 5.870 4.226
C 4.578 6.284 5.030
Br 6.054 6.805 3.867
H 3.611 5.224 3.378
H 2.636 5.365 4.863
H 4.960 5.442 5.615
H 4.386 7.128 5.699
Br -5.993 -7.070 5.827
C -4.098 -7.528 5.849
C -3.317 -6.584 6.734
Br -3.029 -4.868 5.853
H -3.758 -7.530 4.810
H -4.057 -8.548 6.243
H -2.315 -6.976 6.927
H -3.811 -6.374 7.687
Br -11.101 -4.265 6.142
C -9.319 -4.915 6.595
C -8.337 -3.774 6.728
Br -7.793 -3.105 4.979
H -9.039 -5.641 5.827
H -9.440 -5.433 7.551
H -7.413 -4.114 7.202
H -8.735 -2.922 7.286
Br 5.677 -2.487 2.354
C 7.577 -2.924 2.337
C 8.426 -1.677 2.418
Br 8.487 -0.751 0.703
H 7.760 -3.516 1.435
H 7.732 -3.554 3.217
H 9.466 -1.932 2.640
H 8.068 -0.955 3.158
Br -8.178 -8.640 -1.254
C -8.996 -7.140 -2.195
C -8.765 -5.841 -1.458
Br -9.944 -5.688 0.088
H -10.054 -7.384 -2.325
H -8.510 -7.120 -3.174
H -9.017 -4.988 -2.094
H -7.742 -5.727 -1.091
Br -13.823 -10.918 -3.258
C -11.923 -11.356 -3.276
C -11.074 -10.108 -3.195
Br -11.013 -9.182 -4.910
H -11.740 -11.947 -4.177
H -11.768 -11.986 -2.396
H -10.034 -10.363 -2.972
H -11.432 -9.387 -2.455
Br 0.704 -5.911 -5.958
C -1.007 -5.110 -6.440
C -0.852 -3.643 -6.767
Br -0.658 -2.575 -5.146
H -1.693 -5.299 -5.610
H -1.344 -5.667 -7.319
H -1.753 -3.258 -7.254
H 0.016 -3.428 -7.397
Br 7.441 1.824 4.304
C 9.309 2.369 4.436
C 10.233 1.268 3.970
Br 10.406 -0.128 5.320
H 9.481 2.670 5.473
H 9.396 3.245 3.788
H 11.248 1.651 3.826
H 9.900 0.782 3.049



[2]
79
Properties=species:S:1:pos:R:3 method="wB97M-V/def2-TZVPD" total_charge=+1 e_tot_ha=-4885.5958 gap_ev="5.2 / 5.2"
W 0.237 -0.675 -0.451
C 0.471 3.440 1.097
C 0.022 2.060 0.775
N 0.484 1.363 -0.220
N 1.359 1.932 -1.106
C 1.409 1.173 -2.175
O 0.634 0.124 -2.263
C 2.396 1.452 -3.229
C 2.634 0.467 -4.184
C 3.622 0.663 -5.137
C 4.366 1.834 -5.133
C 4.116 2.821 -4.186
C 3.130 2.634 -3.232
C -1.057 1.371 1.465
C -1.828 1.962 2.456
C -2.942 1.294 2.928
C -3.248 0.049 2.398
C -2.425 -0.485 1.426
N -1.341 0.148 0.971
H 1.420 3.636 0.608
H -0.249 4.183 0.746
H 0.583 3.559 2.176
H 2.069 -0.456 -4.156
H 3.816 -0.104 -5.875
H 5.149 1.978 -5.866
H 4.694 3.736 -4.191
H 2.923 3.394 -2.491
H -1.567 2.947 2.818
H -3.576 1.744 3.681
H -4.116 -0.506 2.723
H -2.654 -1.446 0.995
O 1.725 -1.831 3.393
C 1.071 -1.673 2.266
O 1.057 -0.611 1.626
C 0.278 -2.783 1.749
C -0.012 -3.989 2.354
C -0.962 -4.811 1.761
C -1.634 -4.365 0.620
C -1.246 -3.180 0.043
N -0.249 -2.441 0.560
C -1.900 -2.514 -1.143
O -2.752 -3.065 -1.804
O -1.524 -1.262 -1.300
H 2.247 -1.034 3.576
H 0.490 -4.259 3.274
H -1.213 -5.764 2.204
H -2.458 -4.915 0.186
C 5.907 -4.966 2.959
C 5.006 -4.062 2.163
C 4.040 -4.570 1.315
C 3.224 -3.757 0.525
C 2.249 -4.457 -0.369
C 3.403 -2.366 0.593
Se 2.689 -1.086 -0.648
C 4.340 -1.822 1.505
C 4.553 -0.340 1.703
C 5.120 -2.683 2.262
H 5.723 -6.013 2.725
H 5.758 -4.825 4.031
H 6.955 -4.750 2.746
H 3.919 -5.646 1.238
H 1.867 -5.354 0.120
H 2.723 -4.757 -1.305
H 1.417 -3.825 -0.635
H 3.706 0.251 1.361
H 5.427 0.005 1.146
H 4.733 -0.127 2.759
H 5.848 -2.257 2.947
S 0.581 -3.014 -2.724
C -0.141 -2.653 -4.203
N -1.502 -2.530 -4.308
C -2.140 -2.358 -5.480
C -1.417 -2.262 -6.625
C -0.020 -2.307 -6.473
N 0.599 -2.483 -5.329
H -2.048 -2.619 -3.449
H -3.218 -2.295 -5.435
H -1.890 -2.142 -7.586
H 0.620 -2.178 -7.340



Copy entry 2 word for word.
79
Properties=species:S:1:pos:R:3 method="wB97M-V/def2-TZVPD" total_charge=+1 e_tot_ha=-4885.5958 gap_ev="5.2 / 5.2"
W 0.237 -0.675 -0.451
C 0.471 3.440 1.097
C 0.022 2.060 0.775
N 0.484 1.363 -0.220
N 1.359 1.932 -1.106
C 1.409 1.173 -2.175
O 0.634 0.124 -2.263
C 2.396 1.452 -3.229
C 2.634 0.467 -4.184
C 3.622 0.663 -5.137
C 4.366 1.834 -5.133
C 4.116 2.821 -4.186
C 3.130 2.634 -3.232
C -1.057 1.371 1.465
C -1.828 1.962 2.456
C -2.942 1.294 2.928
C -3.248 0.049 2.398
C -2.425 -0.485 1.426
N -1.341 0.148 0.971
H 1.420 3.636 0.608
H -0.249 4.183 0.746
H 0.583 3.559 2.176
H 2.069 -0.456 -4.156
H 3.816 -0.104 -5.875
H 5.149 1.978 -5.866
H 4.694 3.736 -4.191
H 2.923 3.394 -2.491
H -1.567 2.947 2.818
H -3.576 1.744 3.681
H -4.116 -0.506 2.723
H -2.654 -1.446 0.995
O 1.725 -1.831 3.393
C 1.071 -1.673 2.266
O 1.057 -0.611 1.626
C 0.278 -2.783 1.749
C -0.012 -3.989 2.354
C -0.962 -4.811 1.761
C -1.634 -4.365 0.620
C -1.246 -3.180 0.043
N -0.249 -2.441 0.560
C -1.900 -2.514 -1.143
O -2.752 -3.065 -1.804
O -1.524 -1.262 -1.300
H 2.247 -1.034 3.576
H 0.490 -4.259 3.274
H -1.213 -5.764 2.204
H -2.458 -4.915 0.186
C 5.907 -4.966 2.959
C 5.006 -4.062 2.163
C 4.040 -4.570 1.315
C 3.224 -3.757 0.525
C 2.249 -4.457 -0.369
C 3.403 -2.366 0.593
Se 2.689 -1.086 -0.648
C 4.340 -1.822 1.505
C 4.553 -0.340 1.703
C 5.120 -2.683 2.262
H 5.723 -6.013 2.725
H 5.758 -4.825 4.031
H 6.955 -4.750 2.746
H 3.919 -5.646 1.238
H 1.867 -5.354 0.120
H 2.723 -4.757 -1.305
H 1.417 -3.825 -0.635
H 3.706 0.251 1.361
H 5.427 0.005 1.146
H 4.733 -0.127 2.759
H 5.848 -2.257 2.947
S 0.581 -3.014 -2.724
C -0.141 -2.653 -4.203
N -1.502 -2.530 -4.308
C -2.140 -2.358 -5.480
C -1.417 -2.262 -6.625
C -0.020 -2.307 -6.473
N 0.599 -2.483 -5.329
H -2.048 -2.619 -3.449
H -3.218 -2.295 -5.435
H -1.890 -2.142 -7.586
H 0.620 -2.178 -7.340